# 1
Below is C20H42F2InNO18S7 as an isolated structure in a non-equilibrium geometry, with properties calculated with ωB97M-V with the def2-TZVPD basis set.

Values from the calculation:
HOMO level = -0.523 Eh
Energy = -146190.9605 eV
ΔE to the lowest compared entry with this formula, charge and spin = 4.918 eV

```
! RIJCOSX wB97M-V def2-TZVPD def2/J DEFGRID3
* xyz 2 1
F 8.559 36.550 34.319
H 7.367 36.683 26.172
O 5.913 35.232 34.568
N 7.874 38.430 33.148
H 5.759 34.577 37.019
F 7.431 40.524 32.179
O 13.850 45.420 36.214
H 13.467 41.927 33.875
H 9.554 38.341 28.676
H 15.044 35.778 35.323
C 7.878 33.424 34.715
C 14.126 33.964 32.701
H 8.474 34.813 36.263
S 7.287 38.568 29.323
C 8.269 38.927 36.792
H 7.599 32.045 36.992
O 5.175 32.936 34.182
H 9.511 36.414 27.291
C 6.073 33.573 36.736
H 15.927 33.941 34.011
S 8.605 39.671 32.749
H 8.827 40.806 37.768
H 7.822 33.362 38.137
H 16.018 35.093 32.755
C 6.921 40.105 38.510
H 8.035 32.351 34.612
O 7.650 39.990 29.289
O 12.800 36.018 31.534
O 9.130 40.532 33.815
O 11.396 34.303 32.850
C 6.131 33.176 31.075
H 5.708 34.966 30.036
H 6.987 31.755 32.019
H 8.998 39.344 38.747
H 6.253 40.612 37.813
H 6.917 40.563 39.499
H 5.858 37.232 28.083
O 14.012 43.560 37.937
O 10.442 37.933 34.051
C 8.339 39.876 38.062
C 6.502 38.034 27.722
H 13.945 41.060 35.379
C 14.774 35.819 34.268
H 6.706 38.388 39.564
O 9.625 36.568 32.129
H 14.274 33.386 31.788
H 5.166 32.969 36.769
H 15.069 36.765 33.814
H 5.249 38.525 38.755
C 6.304 38.761 38.622
H 12.869 35.274 34.928
H 13.707 33.137 33.274
H 9.206 38.406 36.598
H 9.299 37.306 29.898
H 9.459 33.440 36.225
H 5.981 38.929 27.382
C 7.431 33.110 37.151
H 8.363 33.801 33.814
O 14.345 43.003 35.508
O 12.057 43.432 35.992
C 8.564 36.593 27.799
In 5.091 37.705 33.122
H 8.249 38.218 26.357
C 7.660 37.462 26.876
S 12.655 35.150 32.654
H 5.213 33.197 31.663
S 6.971 37.668 37.266
H 7.082 34.791 32.426
H 8.070 35.648 28.028
C 8.832 37.571 28.949
C 15.308 34.637 33.445
S 9.301 37.468 33.203
S 6.051 33.820 34.873
C 8.412 33.731 36.143
O 9.460 39.617 31.565
H 12.768 36.906 34.271
C 6.525 34.606 30.661
C 13.265 35.942 34.163
C 12.100 42.159 35.417
H 11.888 41.479 36.242
H 7.882 39.432 35.907
C 13.524 41.975 34.962
O 5.928 37.501 36.161
O 6.639 35.405 31.836
H 7.383 34.594 29.989
O 7.523 36.459 37.912
S 13.633 44.022 36.551
O 7.209 32.668 31.822
H 5.727 32.623 30.227
H 11.383 42.000 34.612
O 6.443 38.048 30.421
*
```


# 2
Below is a 7-piece molecular cluster, C20H42N2O19S2 overall in a non-equilibrium geometry, with properties calculated with ωB97M-V with the def2-TZVPD basis set.

Values from the calculation:
HOMO level = -0.355 Eh
Energy = -84957.3449 eV
ΔE to the lowest compared entry with this formula, charge and spin = 2.931 eV

```
! RIJCOSX wB97M-V def2-TZVPD def2/J DEFGRID3
* xyz 0 1
O 32.052 20.042 10.035
S 34.340 19.112 4.422
H 28.428 23.081 9.983
O 31.738 22.134 9.390
C 30.922 25.536 9.099
O 25.895 21.067 7.423
H 35.125 22.042 5.628
H 30.462 24.621 9.562
C 28.081 18.728 13.654
H 36.189 17.568 4.577
C 29.389 17.120 12.884
C 31.017 19.788 6.559
O 26.887 22.718 8.852
H 32.371 24.290 7.928
C 36.213 18.140 14.202
C 30.138 18.802 7.486
O 36.729 16.017 10.634
H 33.466 22.096 7.537
C 29.138 20.261 4.943
H 29.381 19.312 7.894
H 31.481 19.215 5.764
C 29.626 21.947 6.712
H 31.082 18.931 9.116
C 27.239 22.951 10.118
O 30.110 20.823 10.087
H 29.691 18.271 6.891
H 32.324 25.963 7.543
H 30.445 22.747 6.966
H 26.240 21.604 11.556
C 26.383 21.524 8.514
O 33.084 18.465 4.104
N 31.319 21.066 9.923
C 32.499 26.202 10.461
H 37.025 17.700 15.016
H 28.487 19.637 5.627
C 26.855 21.531 10.716
H 34.246 20.706 8.136
H 34.935 17.187 5.829
H 29.362 18.448 11.042
O 29.015 17.878 14.007
H 31.804 20.378 7.029
S 35.364 16.375 10.927
H 36.940 18.801 13.836
H 36.525 16.163 13.281
C 34.763 17.405 9.723
C 35.490 18.033 5.310
C 35.810 16.969 13.432
H 28.948 16.088 12.968
N 30.250 20.872 5.739
H 36.067 18.633 5.629
H 35.260 18.792 14.712
H 29.266 21.582 7.583
O 33.975 20.348 5.479
C 31.039 21.576 4.817
O 31.319 26.312 10.243
C 28.620 17.833 11.639
H 35.273 22.088 7.946
H 33.947 17.794 9.939
O 33.186 26.673 11.377
H 34.999 16.603 13.939
C 34.895 21.110 6.118
O 34.419 15.509 11.295
H 26.780 23.724 10.753
H 28.570 20.732 4.300
H 30.540 16.991 12.746
H 35.303 18.334 9.803
H 30.538 22.464 4.130
H 35.826 20.533 6.090
O 30.993 18.176 8.317
O 33.126 25.522 9.510
H 31.991 22.078 5.171
O 35.453 17.472 12.214
O 27.843 18.766 12.385
O 26.279 20.812 9.576
H 28.005 17.054 11.118
H 31.482 20.890 4.107
O 27.466 19.377 14.424
H 30.255 26.163 8.458
C 32.271 25.241 8.463
H 29.303 19.244 4.411
C 34.415 21.539 7.492
H 27.931 21.127 11.201
H 28.712 22.499 6.347
O 35.127 19.901 3.498
H 34.586 16.880 8.755
*
```


# 3
Below is a 3-piece molecular cluster, C20H42N4O3 overall in a non-equilibrium geometry, with properties calculated with ωB97M-V with the def2-TZVPD basis set.

Values from the calculation:
HOMO level = -0.299 Eh
Energy = -33519.0991 eV
SMILES string = C=C[C@](CNC)(N=C=O)OC(C)=O.CCN(CC)CC.CCN(CC)CC
ΔE to the lowest compared entry with this formula, charge and spin = 0.000 eV

```
! RIJCOSX wB97M-V def2-TZVPD def2/J DEFGRID3
* xyz 0 1
C 3.625 -3.429 0.882
C -1.805 2.940 -0.019
N 3.438 -1.286 2.272
H 2.372 0.406 -0.875
H 2.345 0.016 4.438
H -2.931 -0.791 -3.033
C -3.076 -4.079 -0.528
H -0.420 6.555 -3.925
H 2.044 -1.443 5.385
H -5.710 -0.890 0.392
C 5.727 -2.133 3.048
H 2.975 -2.867 3.619
H -1.723 3.846 0.583
O -3.237 2.928 -1.877
H 6.617 -1.726 3.532
O -1.441 4.169 -2.233
C 0.180 4.510 -3.915
C -0.376 3.497 -2.884
H -3.693 -4.979 -0.523
C 0.263 5.820 -3.504
H 6.073 -2.748 2.218
H 2.130 -1.897 0.791
O -2.653 2.612 -5.067
H -4.776 -2.786 -0.352
C -5.001 -0.133 0.727
H 4.702 -3.534 0.764
H -4.880 0.607 -0.064
H 0.449 1.145 -1.898
C 4.829 -0.984 2.571
H -3.796 -1.204 2.138
H 3.686 -1.390 0.207
H -2.141 -4.309 -0.015
C -2.496 -1.205 -0.957
H 1.619 -1.908 3.046
C -3.660 -0.739 1.156
H -1.888 -0.323 -0.730
H 0.531 4.177 -4.887
H 5.284 -0.518 1.694
H 0.553 3.471 -0.866
H 1.469 1.591 0.063
H 5.229 -2.779 3.772
H 1.661 3.777 -2.168
H 3.697 -0.945 5.064
C 2.696 -0.999 4.632
H -4.255 -1.608 -2.212
C 3.202 -1.960 1.006
H -2.587 2.301 0.377
H -5.456 0.383 1.576
N -3.044 -1.726 0.284
C -3.474 -0.857 -2.087
C 2.663 -1.842 3.366
N 1.232 1.784 -1.988
H -2.946 0.073 1.324
H 3.165 -3.866 -0.007
C 0.797 3.163 -1.896
H -4.069 -3.291 1.175
H 4.849 -0.201 3.333
H -2.855 -3.847 -1.570
C 2.096 1.458 -0.835
C -3.819 -2.947 0.167
H -0.875 2.375 -0.074
H 2.977 2.096 -0.786
N -0.785 2.323 -3.642
H -1.778 -1.933 -1.344
H -3.946 0.111 -1.928
C -2.214 3.333 -1.431
C -1.648 2.551 -4.488
H 0.974 6.108 -2.731
H 3.305 -4.025 1.737
*
```


# 4
Below is a 5-piece molecular cluster, C20H42NO24PS6 overall, with properties calculated with ωB97M-V with the def2-TZVPD basis set.

Values from the calculation:
HOMO level = -0.330 Eh
Energy = -146348.5315 eV
SMILES string = CCC[C@H](C)[C@@H]1OS(=O)(=O)[C@H](P(=N)(O)O)[C@@](O)(S)[C@@H]1OC[C@@H](C)O.O=S1(=O)OCCO1.O=S1(=O)OCCO1.O=S1(=O)OCCO1.O=S1(=O)OCCO1

```
! RIJCOSX wB97M-V def2-TZVPD def2/J DEFGRID3
* xyz 0 1
S -6.682 -1.102 -4.315
H 1.862 0.813 -1.818
C 1.308 3.536 3.758
C 4.155 5.662 -1.112
H 3.328 4.013 -2.302
H 3.560 -1.988 -0.151
C -0.775 -1.112 -1.822
H -4.460 -5.015 -2.752
H 3.758 -1.616 -2.998
O 1.823 1.270 3.734
C -2.087 -1.972 -1.886
O 0.666 2.048 -3.402
S 0.572 1.378 2.777
O -2.448 -2.135 -3.211
C 2.110 2.310 10.254
C 2.122 -0.170 -1.432
H -1.028 3.136 -2.966
O 1.422 3.303 8.277
C -1.434 1.095 -2.564
C 3.298 -3.029 -0.334
C 0.012 2.625 -1.141
H 1.094 2.723 -1.109
C 3.490 4.307 -1.268
H -3.249 -2.698 -3.224
H -6.296 -3.763 -3.103
C -1.810 -3.354 -1.238
O -1.283 -4.903 -3.352
C 3.228 -3.365 -1.831
H -4.237 -0.961 -1.950
O 4.451 3.403 -0.697
S 5.196 4.091 0.526
O -0.763 -0.128 -2.813
H -2.208 1.222 -3.326
H 3.453 6.491 -1.106
H 4.930 5.828 -1.861
C 0.487 -1.989 -1.954
H 0.036 2.694 9.663
N -4.324 -4.166 -2.211
P -3.327 -4.381 -1.057
S -3.413 -1.118 -0.903
C -6.762 -3.582 -4.071
C 1.729 -1.261 -2.443
C 2.464 2.565 3.885
H -1.943 1.059 -1.600
H -8.745 -3.523 -3.150
C 2.872 -2.227 -2.804
O 0.166 -5.038 -1.339
O 0.901 0.908 1.474
H 3.198 -0.178 -1.256
O 3.531 4.529 8.198
H 2.085 3.169 10.925
S -0.630 -4.276 -2.257
O -0.565 0.852 3.448
C -8.178 -3.053 -3.949
H 2.359 -3.244 0.181
O -7.023 -0.395 -5.496
O 4.767 5.588 0.188
H 0.833 1.376 8.758
H 1.652 -0.284 -0.453
H 0.714 3.600 4.672
H 2.612 -2.693 -3.757
H 1.620 4.527 3.440
H 2.932 2.605 4.861
O 6.591 3.914 0.361
H -0.417 3.565 -0.786
O -5.883 -0.479 -3.318
H -0.253 1.853 -0.422
H 2.557 4.241 -0.710
O 0.494 2.966 2.711
O -2.793 -5.880 -0.927
O 4.570 3.726 1.751
C 0.974 2.340 9.248
H 0.707 -2.409 -0.967
C -0.463 2.290 -2.558
H 4.206 -3.742 -2.140
H -0.721 -0.673 -0.816
H 3.177 2.694 3.074
H -1.301 -3.200 -0.283
H -3.284 -3.526 0.975
H -8.728 -3.112 -4.889
H 1.437 -0.755 -3.365
H 0.571 2.556 -4.217
H 2.534 -4.193 -1.977
O 3.289 2.391 9.434
O 0.228 -3.106 -2.851
O -7.986 -1.671 -3.601
O -3.875 -4.031 0.404
H 2.159 1.387 10.823
H -2.560 -6.158 -0.030
O 3.330 2.390 6.998
S 3.003 3.217 8.107
H -6.684 -4.460 -4.707
H 4.055 -3.640 0.160
O -6.061 -2.503 -4.724
*
```


# 5
Below is C20H42NP3PtS as an isolated structure in a non-equilibrium geometry, with properties calculated with ωB97M-V with the def2-TZVPD basis set.

Values from the calculation:
HOMO level (spin up / spin down) = -0.686 / -0.769 Eh
Energy = -64812.8697 eV
ΔE to the lowest compared entry with this formula, charge and spin = 3.175 eV

```
! RIJCOSX wB97M-V def2-TZVPD def2/J DEFGRID3
* xyz 4 5
C 0.689 2.305 0.995
H 2.124 3.768 1.010
C 0.918 4.121 2.772
H 2.729 -2.517 3.271
C -3.345 -0.940 0.889
H 1.878 -2.672 -1.878
H -0.637 -1.490 -3.388
P -1.803 -0.321 1.597
H 1.023 0.180 3.830
H -0.829 -5.003 0.329
C 1.066 3.660 1.301
H 1.111 2.985 -6.152
C 0.143 2.078 -2.522
H -0.095 -4.051 1.659
C -0.597 3.092 -3.155
Pt -0.088 -0.658 0.072
H -1.265 -2.275 2.951
H 1.989 -3.299 1.834
C -0.303 3.370 -4.515
P 1.764 -0.858 1.734
H 1.482 -4.369 -1.485
H -3.076 1.388 2.724
C 1.451 1.669 -4.503
H -3.517 -0.478 -0.091
H 1.173 5.179 2.904
C 1.877 0.325 3.152
P -0.092 -2.811 -0.455
H -1.335 1.767 2.731
H -1.249 -4.412 -1.998
C 0.765 2.707 -5.144
H -0.684 -0.759 3.699
H -4.172 -0.684 1.566
H -0.496 0.197 -3.653
H 4.205 -0.757 1.546
H 3.374 0.467 0.523
C -0.926 -0.512 -2.944
C 1.870 -2.496 2.579
S -1.660 3.998 -2.050
C -0.746 -4.003 0.783
H 2.817 0.157 3.710
H -2.415 -1.179 3.765
H 1.876 1.355 2.763
H -2.301 2.031 1.250
C -1.211 -3.317 -1.822
H -1.983 0.725 -1.336
H 2.307 -3.327 -0.286
C 3.355 -0.581 0.865
H -2.756 3.301 -2.252
H -0.887 4.142 -5.026
H -1.750 -3.687 1.099
H 1.610 3.568 3.422
H -2.982 -0.463 -2.242
C -1.509 -1.224 3.145
H -2.203 -2.859 -1.668
H -0.782 -2.872 -2.722
C -1.891 -0.159 -2.023
H 0.488 4.303 0.619
H 1.631 0.543 -2.632
C -2.160 1.377 2.120
H 2.175 1.068 -5.042
H -3.287 -2.030 0.770
H 0.946 -2.650 3.160
C 1.194 1.395 -3.148
H -0.184 1.779 -1.538
N 0.336 1.316 0.467
H 3.413 -1.263 0.003
H -0.113 4.008 3.137
C 1.549 -3.350 -1.077
*
```


# 6
Below is C20H43Cl2N3P2Ti as an isolated structure in a non-equilibrium geometry, with properties calculated with ωB97M-V with the def2-TZVPD basis set.

Values from the calculation:
HOMO level = -0.321 Eh
Energy = -92648.0914 eV
ΔE to the lowest compared entry with this formula, charge and spin = 0.000 eV

```
! RIJCOSX wB97M-V def2-TZVPD def2/J DEFGRID3
* xyz 0 1
C 2.492 -1.811 -0.316
H -1.713 -4.265 1.270
H -0.210 -1.834 -2.799
H -0.496 3.364 -2.072
H -4.335 -3.111 -0.476
H 1.067 -2.959 1.274
H 1.927 4.125 -2.972
H 3.024 0.342 -2.700
H 0.244 4.017 2.009
H -1.109 -5.004 -1.045
N 1.478 -1.266 -0.619
C -1.671 3.472 -0.273
H -2.278 -4.805 -2.361
Cl -1.240 0.437 -2.034
C 1.927 3.138 0.877
C -1.055 -3.399 1.443
H -2.392 -0.205 2.080
H 1.245 1.770 -2.759
H 2.195 4.136 0.501
C -0.350 -2.842 -2.403
C 1.991 2.127 -2.017
H 3.364 3.172 -3.311
C 1.058 3.292 2.130
H -3.395 -0.891 -0.422
H 0.549 -3.144 -1.863
C -3.213 -1.501 0.488
H 0.175 5.422 0.121
H -0.427 5.703 -1.518
C 3.093 1.073 -1.869
C 2.635 3.422 -2.530
H -5.178 -2.306 0.843
C -1.250 -2.887 2.875
Ti -0.037 0.059 -0.096
H 1.238 5.158 -1.288
H 3.065 0.478 -0.945
H 1.698 3.622 2.960
H -0.701 -1.939 2.951
C -0.332 3.624 -1.009
H -1.123 0.880 0.750
C 0.211 5.051 -0.909
C 4.038 -2.154 1.265
P 0.929 2.363 -0.490
H -0.803 -3.608 3.576
N 4.531 -2.024 2.323
H -2.815 -4.600 -0.683
H 0.633 2.319 2.392
H -3.896 -1.064 2.519
H -2.266 2.659 -0.694
P -1.479 -2.105 0.145
H 0.610 -4.436 0.391
C -3.356 -0.573 1.702
H 3.962 2.483 0.386
H -0.476 -3.514 -3.271
C -4.201 -2.668 0.518
N 3.570 -2.365 0.053
H -2.419 -2.392 -2.004
H 3.638 2.756 2.108
Cl 0.560 -0.039 2.235
H -3.944 0.313 1.412
C 0.406 -3.844 1.290
H -2.241 4.406 -0.391
H 3.180 3.921 -1.711
C -1.602 -2.958 -1.523
H -2.300 -2.739 3.152
H -1.536 3.287 0.799
H 0.674 -4.449 2.151
C -1.981 -4.428 -1.377
H 3.012 1.289 1.322
H -3.878 -3.452 1.220
C 3.211 2.357 1.175
H 4.067 1.544 -1.958
*
```